[1]
Entry from the Open Molecules 2025 dataset: an isolated molecule of C23H29BrN4O3 (the ωB97M-V functional and the def2-TZVPD basis).

CARTESIAN COORDINATES (ANGSTROEM)
C (-1.018, 5.140, 3.012)
C (-2.319, 4.328, 3.044)
N (-2.600, 3.489, 1.899)
C (-2.875, 4.190, 0.654)
C (-1.692, 4.462, -0.281)
C (-1.732, 2.337, 1.782)
C (-2.363, 1.247, 0.904)
N (-1.494, 0.097, 0.810)
C (-0.461, 0.085, -0.039)
O (-0.231, 0.937, -0.870)
C (0.473, -1.148, 0.091)
O (-0.129, -2.092, 0.962)
C (0.672, -1.752, -1.276)
C (-0.425, -2.024, -2.076)
C (-0.234, -2.622, -3.307)
Br (-1.741, -3.007, -4.399)
C (1.035, -2.954, -3.756)
C (2.128, -2.683, -2.959)
C (1.956, -2.081, -1.712)
N (3.026, -1.814, -0.890)
C (2.972, -1.007, 0.235)
O (3.989, -0.676, 0.799)
N (1.720, -0.656, 0.650)
C (1.624, 0.297, 1.712)
C (2.167, 1.561, 1.555)
C (2.084, 2.467, 2.596)
C (1.457, 2.143, 3.792)
C (1.402, 3.133, 4.915)
C (0.891, 0.874, 3.938)
C (0.198, 0.487, 5.209)
C (0.988, -0.039, 2.898)
H (-1.073, 5.928, 2.266)
H (-0.174, 4.494, 2.786)
H (-0.853, 5.603, 3.982)
H (-3.165, 5.013, 3.161)
H (-2.306, 3.673, 3.921)
H (-3.622, 3.604, 0.106)
H (-3.346, 5.139, 0.922)
H (-0.911, 5.029, 0.217)
H (-2.044, 5.039, -1.133)
H (-1.258, 3.537, -0.655)
H (-0.739, 2.572, 1.369)
H (-1.581, 1.928, 2.786)
H (-2.503, 1.624, -0.110)
H (-3.325, 0.940, 1.314)
H (-1.537, -0.622, 1.515)
H (0.417, -2.888, 0.992)
H (-1.416, -1.771, -1.731)
H (1.165, -3.420, -4.720)
H (3.122, -2.935, -3.295)
H (3.959, -2.015, -1.221)
H (2.656, 1.825, 0.631)
H (2.520, 3.448, 2.476)
H (1.872, 4.069, 4.627)
H (0.371, 3.335, 5.204)
H (1.920, 2.741, 5.790)
H (0.887, 0.539, 6.051)
H (-0.629, 1.166, 5.420)
H (-0.193, -0.525, 5.145)
H (0.570, -1.027, 3.018)

Summary:
Orbital gap, eV: 8.6
Lowest unoccupied orbital energy, eV: 0.5
Net charge: 0
HOMO level, eV: -8.13
Structure (SMILES): CCN(CC)CCNC(=O)[C@@]1(O)c2cc(Br)ccc2NC(=O)N1c1ccc(C)c(C)c1
Relative energy (zero: lowest compared OMol25 entry of this formula, charge and spin), kJ/mol: 12.5

Mulliken population analysis, charges in e, atoms 1 to 4:
1 C -0.972
2 C -0.582
3 N 0.105
4 C -0.852

[2]
Entry from the Open Molecules 2025 dataset: C38H32Cl2F5HgN8O5S4 as an isolated structure (the ωB97M-V functional and the def2-TZVPD basis).

CARTESIAN COORDINATES (ANGSTROEM)
Hg (0.507, 0.827, -0.085)
O (-0.500, -3.526, 1.206)
C (-1.368, -3.894, 0.222)
C (-1.983, -5.118, 0.300)
C (-2.890, -5.540, -0.695)
C (-3.132, -4.696, -1.778)
C (-2.510, -3.465, -1.878)
C (-1.610, -2.996, -0.869)
C (-0.968, -1.730, -0.949)
O (-0.153, -1.317, 0.006)
N (-1.238, -0.973, -2.051)
N (-0.613, 0.215, -2.041)
C (-0.740, 0.965, -3.070)
S (-1.752, 0.479, -4.456)
C (-1.640, 2.099, -5.277)
C (-1.344, 3.149, -4.216)
S (0.053, 2.519, -3.248)
H (-0.193, -2.615, 0.941)
H (-1.755, -5.744, 1.155)
H (-3.374, -6.506, -0.620)
H (-3.805, -5.013, -2.568)
H (-2.658, -2.846, -2.754)
H (-2.590, 2.286, -5.782)
H (-0.840, 2.079, -6.017)
H (-2.213, 3.310, -3.576)
H (-1.042, 4.096, -4.667)
Cl (0.086, 1.483, 3.195)
C (1.139, 2.862, 3.224)
C (1.388, 3.361, 4.494)
C (2.193, 4.470, 4.676)
C (2.746, 5.074, 3.560)
C (2.493, 4.560, 2.304)
Cl (3.241, 5.397, 0.970)
C (1.683, 3.425, 2.056)
S (1.505, 2.952, 0.388)
H (0.933, 2.860, 5.337)
H (2.386, 4.856, 5.668)
H (3.382, 5.944, 3.649)
O (-1.154, -1.761, 4.366)
S (-1.827, -1.115, 3.198)
C (-3.009, -2.285, 2.533)
C (-3.645, -1.982, 1.339)
C (-4.517, -2.910, 0.793)
C (-4.739, -4.121, 1.437)
C (-4.080, -4.412, 2.623)
C (-3.197, -3.494, 3.176)
C (-3.044, -0.002, 3.935)
C (-3.455, -0.251, 5.235)
C (-4.375, 0.600, 5.826)
C (-4.869, 1.691, 5.119)
C (-4.432, 1.937, 3.825)
C (-3.505, 1.094, 3.224)
H (-3.432, -1.052, 0.824)
H (-4.996, -2.697, -0.154)
H (-5.398, -4.855, 0.992)
H (-4.224, -5.373, 3.100)
H (-2.633, -3.703, 4.075)
H (-3.032, -1.095, 5.765)
H (-4.705, 0.418, 6.842)
H (-5.584, 2.358, 5.584)
H (-4.796, 2.800, 3.282)
H (-3.123, 1.299, 2.231)
C (2.541, -3.939, 0.795)
N (2.808, -2.518, 0.757)
C (2.257, -1.613, 1.616)
N (1.650, -2.119, 2.742)
O (2.362, -0.408, 1.408)
H (3.220, -4.439, 0.106)
H (1.511, -4.188, 0.521)
H (2.741, -4.329, 1.795)
H (3.031, -2.100, -0.135)
H (1.141, -2.986, 2.641)
H (1.128, -1.428, 3.264)
N (-5.548, 0.738, -3.144)
C (-4.494, 0.641, -2.264)
N (-4.065, -0.583, -1.943)
N (-4.046, 1.770, -1.767)
C (-3.157, 1.694, -0.784)
N (-2.402, 1.710, 0.094)
H (-5.528, 0.073, -3.901)
H (-5.707, 1.689, -3.439)
H (-4.463, -1.364, -2.441)
H (-3.046, -0.725, -1.771)
F (7.324, 0.646, -4.090)
C (6.067, 0.749, -3.589)
C (5.431, -0.343, -3.028)
F (6.074, -1.531, -2.991)
C (4.155, -0.235, -2.518)
F (3.584, -1.357, -2.014)
C (3.398, 0.971, -2.517)
O (2.231, 1.075, -2.050)
C (4.102, 2.056, -3.121)
F (3.491, 3.255, -3.198)
C (5.377, 1.949, -3.631)
F (5.976, 3.027, -4.185)

Summary:
Orbital gap (alpha / beta), eV: 3.3 / 6.1
Lowest unoccupied orbital energy (alpha / beta), eV: 3.7 / 3.7
Net charge: -2
<S²>: 0.78
Multiplicity: 2
HOMO level (alpha / beta), eV: 0.46 / -2.40
Relative energy (zero: lowest compared OMol25 entry of this formula, charge and spin), kJ/mol: 155.0

Mulliken population analysis, charges in e, atoms 1 to 4:
1 Hg 2.498
2 O -0.546
3 C 0.204
4 C -0.273

[3]
Entry from the Open Molecules 2025 dataset: a 16-piece molecular cluster, C47H77B4F31N14O15S5 overall (the ωB97M-V functional and the def2-TZVPD basis).

CARTESIAN COORDINATES (ANGSTROEM)
C (13.169, 22.336, 0.466)
C (14.036, 22.335, 1.772)
N (13.958, 23.508, 2.594)
C (14.060, 24.847, 2.114)
C (13.923, 25.754, 3.207)
N (13.637, 25.003, 4.354)
C (13.776, 23.658, 3.980)
C (13.341, 25.594, 5.645)
H (13.174, 21.410, -0.110)
H (13.436, 23.104, -0.260)
H (12.111, 22.566, 0.595)
H (15.062, 22.052, 1.541)
H (13.719, 21.517, 2.419)
H (14.232, 25.016, 1.062)
H (13.876, 26.830, 3.122)
H (13.748, 22.888, 4.736)
H (13.933, 25.272, 6.502)
H (12.302, 25.276, 5.734)
H (13.366, 26.678, 5.536)
C (17.754, 16.786, 4.198)
C (17.519, 16.694, 2.649)
N (18.185, 15.572, 2.002)
C (19.519, 15.189, 2.187)
C (19.828, 14.120, 1.398)
N (18.771, 14.017, 0.518)
C (17.772, 14.857, 0.841)
C (18.738, 13.064, -0.595)
H (17.737, 15.853, 4.760)
H (17.161, 17.519, 4.746)
H (18.797, 17.083, 4.309)
H (17.788, 17.625, 2.150)
H (16.459, 16.625, 2.406)
H (20.150, 15.591, 2.966)
H (20.692, 13.482, 1.285)
H (16.800, 14.923, 0.375)
H (17.745, 12.994, -1.038)
H (18.877, 12.111, -0.084)
H (19.402, 13.391, -1.396)
C (19.532, 12.449, -7.386)
C (19.703, 13.800, -8.183)
N (18.944, 13.901, -9.454)
C (18.518, 14.955, -10.204)
C (17.738, 14.550, -11.243)
N (17.700, 13.168, -11.219)
C (18.408, 12.778, -10.106)
C (16.897, 12.305, -12.066)
H (18.492, 12.160, -7.234)
H (19.997, 12.246, -6.421)
H (19.957, 11.665, -8.011)
H (20.725, 14.070, -8.447)
H (19.414, 14.603, -7.504)
H (18.871, 15.937, -9.925)
H (17.315, 15.044, -12.106)
H (18.321, 11.788, -9.684)
H (17.042, 11.245, -11.856)
H (17.220, 12.552, -13.077)
H (15.889, 12.583, -11.758)
C (18.814, 9.649, 4.420)
C (19.461, 10.096, 5.770)
N (19.575, 8.983, 6.740)
C (18.649, 8.057, 7.141)
C (19.319, 7.137, 8.000)
N (20.621, 7.483, 8.015)
C (20.776, 8.631, 7.274)
C (21.638, 6.724, 8.659)
H (18.782, 10.350, 3.585)
H (17.847, 9.176, 4.592)
H (19.321, 8.834, 3.903)
H (18.804, 10.904, 6.091)
H (20.428, 10.551, 5.557)
H (17.648, 7.942, 6.751)
H (18.957, 6.261, 8.517)
H (21.751, 9.069, 7.113)
H (21.828, 7.106, 9.661)
H (22.498, 6.555, 8.010)
H (21.233, 5.735, 8.875)
C (19.655, 24.146, -0.942)
C (21.083, 23.958, -1.511)
N (21.480, 22.555, -1.509)
C (22.669, 22.157, -2.103)
C (22.711, 20.712, -2.075)
N (21.484, 20.252, -1.579)
C (20.781, 21.412, -1.212)
C (21.161, 18.907, -1.278)
H (19.628, 23.918, 0.124)
H (18.948, 23.581, -1.549)
H (19.355, 25.188, -1.051)
H (21.750, 24.524, -0.861)
H (21.080, 24.323, -2.539)
H (23.356, 22.926, -2.423)
H (23.532, 20.028, -2.236)
H (19.841, 21.352, -0.684)
H (20.095, 18.837, -1.064)
H (21.653, 18.557, -0.371)
H (21.459, 18.213, -2.064)
C (17.308, 22.618, 7.977)
C (18.538, 23.396, 8.426)
N (18.521, 24.712, 7.802)
C (18.028, 25.944, 8.258)
C (18.234, 26.892, 7.255)
N (18.738, 26.202, 6.133)
C (18.882, 24.899, 6.443)
C (19.176, 26.847, 4.961)
H (17.132, 22.633, 6.901)
H (16.330, 22.857, 8.394)
H (17.430, 21.578, 8.279)
H (19.513, 22.989, 8.158)
H (18.495, 23.494, 9.511)
H (17.640, 26.098, 9.254)
H (17.994, 27.942, 7.177)
H (19.313, 24.183, 5.759)
H (19.621, 27.785, 5.291)
H (18.336, 27.093, 4.310)
H (19.925, 26.336, 4.356)
C (22.491, 17.094, 7.824)
C (23.568, 16.995, 8.997)
N (24.843, 17.738, 8.628)
C (24.954, 19.131, 8.539)
C (26.270, 19.450, 8.119)
N (26.927, 18.265, 7.806)
C (26.039, 17.228, 8.103)
C (28.258, 18.032, 7.292)
H (21.608, 16.481, 8.005)
H (23.006, 16.927, 6.879)
H (22.166, 18.134, 7.777)
H (23.819, 15.979, 9.301)
H (23.138, 17.425, 9.902)
H (24.170, 19.841, 8.753)
H (26.846, 20.316, 7.827)
H (26.250, 16.181, 7.943)
H (28.320, 17.984, 6.205)
H (28.616, 17.030, 7.529)
H (28.898, 18.825, 7.677)
B (20.518, 21.029, 3.681)
F (19.281, 21.551, 3.479)
F (20.736, 19.822, 3.082)
F (21.405, 21.899, 3.146)
F (20.645, 20.835, 5.032)
B (18.832, 7.599, -3.428)
F (20.041, 7.039, -3.184)
F (19.058, 8.773, -4.043)
F (18.199, 6.760, -4.253)
F (18.044, 7.870, -2.321)
B (13.991, 12.685, 2.076)
F (13.095, 11.847, 2.539)
F (14.753, 13.239, 3.054)
F (14.824, 12.026, 1.199)
F (13.252, 13.652, 1.515)
B (11.984, 17.906, 5.259)
F (10.990, 17.525, 5.997)
F (12.903, 18.388, 6.131)
F (12.441, 16.766, 4.548)
F (11.583, 18.868, 4.364)
C (16.669, 16.438, -4.074)
F (17.865, 15.967, -3.763)
F (16.461, 16.546, -5.435)
F (15.752, 15.621, -3.631)
S (16.439, 18.230, -3.272)
O (16.503, 18.051, -1.795)
O (17.580, 19.005, -3.756)
O (15.134, 18.724, -3.797)
C (25.047, 13.303, -4.093)
F (24.044, 13.161, -5.008)
F (26.137, 12.790, -4.613)
F (25.291, 14.625, -3.864)
S (24.661, 12.278, -2.488)
O (23.748, 13.163, -1.737)
O (24.043, 10.997, -2.785)
O (25.960, 12.130, -1.819)
C (24.867, 12.741, 5.394)
F (24.172, 13.442, 4.454)
F (24.559, 13.231, 6.595)
F (24.409, 11.497, 5.377)
S (26.775, 12.760, 4.973)
O (26.916, 12.144, 3.637)
O (27.139, 14.164, 4.962)
O (27.480, 12.014, 5.986)
C (16.170, 15.505, 9.968)
F (16.654, 16.357, 9.028)
F (17.118, 15.262, 10.857)
F (15.123, 16.014, 10.531)
S (15.667, 13.789, 9.180)
O (14.920, 12.936, 10.138)
O (14.775, 14.071, 8.041)
O (16.882, 13.152, 8.705)
C (23.247, 7.013, 3.183)
F (23.584, 7.440, 4.363)
F (23.906, 5.819, 2.939)
F (21.915, 6.954, 3.165)
S (23.703, 8.269, 1.814)
O (22.903, 9.482, 2.040)
O (25.154, 8.562, 1.851)
O (23.362, 7.587, 0.569)

Summary:
Orbital gap, eV: 1.6
Lowest unoccupied orbital energy, eV: -0.6
Net charge: -2
HOMO level, eV: -2.15

Mulliken population analysis, charges in e, atoms 1 to 4:
1 C -1.229
2 C -0.408
3 N 0.270
4 C -0.279

[4]
Entry from the Open Molecules 2025 dataset: C2CuO3 as an isolated structure (the ωB97M-V functional and the def2-TZVPD basis).

CARTESIAN COORDINATES (ANGSTROEM)
O (0.139, -2.335, 0.402)
C (-0.394, -3.084, 1.061)
O (0.411, 1.412, -0.361)
C (-0.350, 2.342, -0.551)
O (-1.175, 2.368, 0.305)
Cu (1.369, -0.702, -0.857)

Summary:
Orbital gap, eV: 8.3
Lowest unoccupied orbital energy, eV: -7.6
Net charge: +1
HOMO level, eV: -15.90
Relative energy (zero: lowest compared OMol25 entry of this formula, charge and spin), kJ/mol: 0.0

Mulliken population analysis, charges in e, atoms 1 to 4:
1 O -0.040
2 C 0.117
3 O -0.378
4 C 0.647

[5]
Entry from the Open Molecules 2025 dataset: C28H40F6NO7PPtS2Se as an isolated structure (the ωB97M-V functional and the def2-TZVPD basis).

CARTESIAN COORDINATES (ANGSTROEM)
Pt (2.730, 1.241, -0.688)
C (-4.437, 0.971, 1.741)
C (-4.281, 1.793, 0.461)
C (-4.978, 1.036, -0.679)
C (-4.981, 3.142, 0.675)
C (-2.813, 2.019, 0.099)
C (-1.767, 1.538, 0.852)
C (-0.448, 1.738, 0.460)
Se (1.005, 1.130, 1.571)
C (0.782, -0.761, 1.348)
C (-0.236, -1.426, 1.969)
C (-0.393, -2.813, 1.820)
C (0.543, -3.510, 1.043)
C (1.621, -2.919, 0.425)
C (1.780, -1.481, 0.581)
O (2.752, -0.887, 0.078)
C (2.566, -3.793, -0.408)
C (3.126, -4.900, 0.503)
C (3.755, -3.079, -1.060)
C (1.732, -4.429, -1.538)
C (-1.537, -3.572, 2.474)
C (-0.956, -4.643, 3.412)
C (-2.455, -2.663, 3.291)
C (-2.374, -4.246, 1.375)
C (-0.105, 2.462, -0.695)
O (1.125, 2.688, -1.071)
C (-1.188, 2.996, -1.469)
C (-2.481, 2.749, -1.050)
C (-0.891, 3.788, -2.742)
C (-0.154, 2.889, -3.749)
C (-2.172, 4.285, -3.420)
C (-0.043, 5.029, -2.419)
H (-5.498, 0.831, 1.960)
H (-3.983, -0.017, 1.636)
H (-3.980, 1.471, 2.597)
H (-6.032, 0.869, -0.439)
H (-4.929, 1.594, -1.615)
H (-4.501, 0.067, -0.843)
H (-6.035, 2.990, 0.927)
H (-4.506, 3.694, 1.488)
H (-4.935, 3.763, -0.222)
H (-1.949, 0.990, 1.769)
H (-0.928, -0.869, 2.584)
H (0.410, -4.578, 0.929)
H (3.718, -4.466, 1.311)
H (2.341, -5.518, 0.941)
H (3.779, -5.550, -0.084)
H (4.413, -2.611, -0.331)
H (4.329, -3.828, -1.612)
H (3.442, -2.309, -1.762)
H (0.910, -5.036, -1.154)
H (1.318, -3.655, -2.187)
H (2.374, -5.072, -2.143)
H (-0.353, -4.183, 4.197)
H (-1.770, -5.199, 3.884)
H (-0.327, -5.355, 2.877)
H (-1.919, -2.174, 4.106)
H (-2.919, -1.893, 2.671)
H (-3.253, -3.263, 3.731)
H (-1.782, -4.944, 0.782)
H (-3.197, -4.803, 1.828)
H (-2.795, -3.500, 0.699)
H (-3.295, 3.147, -1.641)
H (-0.793, 2.056, -4.051)
H (0.102, 3.465, -4.643)
H (0.761, 2.478, -3.325)
H (-2.819, 3.459, -3.729)
H (-2.744, 4.952, -2.770)
H (-1.900, 4.843, -4.318)
H (0.914, 4.749, -1.987)
H (0.139, 5.602, -3.333)
H (-0.571, 5.675, -1.713)
F (3.928, 1.462, 1.878)
P (5.569, 1.292, 1.766)
F (5.738, 2.751, 2.428)
F (5.341, -0.158, 1.093)
F (5.491, 1.977, 0.290)
F (7.161, 1.136, 1.632)
F (5.583, 0.610, 3.230)
O (1.574, 4.169, 1.826)
N (2.531, 4.665, 1.322)
O (3.342, 4.284, 0.552)
O (3.408, 0.736, -4.813)
S (3.533, 0.502, -3.405)
O (2.270, 0.122, -2.737)
O (4.701, -0.198, -2.926)
S (3.770, 2.402, -2.341)

Summary:
Orbital gap (alpha / beta), eV: 7.5 / 5.1
Lowest unoccupied orbital energy (alpha / beta), eV: 1.9 / -0.4
Net charge: -1
<S²>: 8.80
Multiplicity: 6
HOMO level (alpha / beta), eV: -5.54 / -5.50
Relative energy (zero: lowest compared OMol25 entry of this formula, charge and spin), kJ/mol: 127.7

Mulliken population analysis, charges in e, atoms 1 to 4:
1 Pt 2.885
2 C -2.150
3 C 2.203
4 C -1.640